(1)
Formula: C32H38CuN12S
Source: the Open Molecules 2025 dataset
Level of theory: ωB97M-V/def2-TZVPD

Last column: Mulliken charge in e.
Atoms and positions in Å:
Cu  1.2741  -1.4230  -0.3590  -0.159
S  3.1215  -2.7872  0.0619  -0.539
N  -0.3405  -2.8260  -0.2563  0.402
N  -2.4181  -3.6204  -1.1905  0.011
N  0.1454  -0.2729  -3.9745  -0.759
N  1.5632  -0.5122  -2.0178  -0.250
N  2.5004  0.5330  1.9780  0.160
N  -0.5475  -1.6152  -5.9201  -0.616
N  -0.5526  -3.6976  -2.4127  0.410
N  -1.2829  0.2996  -0.1905  0.534
N  -3.8871  4.5916  -1.3565  0.022
N  1.0127  -1.2203  1.6262  1.192
N  2.6599  -1.1429  3.4105  0.442
N  -3.8578  4.5553  0.8715  -0.664
C  2.2586  1.1942  0.7160  -0.485
C  4.7685  -0.7544  -0.8449  -0.495
C  -2.7303  2.6828  -0.2370  1.122
C  3.7470  0.7725  2.6803  -0.158
C  -5.7431  7.7657  -0.9129  -0.407
C  -3.4097  -2.8393  -0.4722  -0.957
C  -2.8436  -4.0266  -2.5288  -0.702
C  3.5834  -0.1264  3.8959  -0.815
C  5.3828  -1.7900  1.2350  -0.539
C  5.8730  0.0784  -0.7500  -0.470
C  6.4992  -0.9690  1.3144  -0.614
C  -4.5343  5.6826  0.4423  0.573
C  0.8799  -0.5114  -2.9770  0.881
C  6.7470  -0.0273  0.3254  -0.483
C  -3.4919  3.9384  -0.2177  -0.068
C  -1.5311  0.9817  0.9291  -0.223
C  -4.5612  5.7253  -0.9590  0.662
C  -1.5418  -4.3981  -3.2167  -0.659
C  -5.7307  7.7345  0.4917  -0.469
C  0.8344  -4.0489  -2.6320  -0.844
C  -2.2467  2.1632  0.9609  -0.901
C  -0.8441  -2.6860  1.1001  -0.980
C  -2.4645  1.9837  -1.4075  -1.256
C  -0.1821  -1.0185  -4.9968  0.568
C  4.5062  -1.7011  0.1505  0.644
C  -1.0654  -3.3272  -1.2019  -0.241
C  -1.7424  0.8023  -1.3331  -0.650
C  -5.1607  6.7641  -1.6637  -1.026
C  2.2605  -2.1782  4.3392  -1.008
C  1.9819  -0.6849  2.3146  -0.579
C  0.3310  -2.4428  2.0361  -1.192
C  -5.1317  6.7020  1.1831  -0.736
H  -5.1205  6.6716  2.2642  0.428
H  -6.2197  8.5955  -1.4176  0.378
H  -1.5344  -1.8436  1.1853  0.123
H  1.4717  -1.8429  5.0210  0.297
H  -1.5190  0.2382  -2.2322  0.543
H  7.6181  0.6120  0.3887  0.382
H  3.1590  0.4117  4.7523  0.391
H  -3.3405  -3.1937  -3.0401  0.349
H  -3.6977  4.3151  -2.3029  0.157
H  4.5213  -0.5887  4.2044  0.446
H  1.2090  1.1042  0.4455  -0.019
H  -3.5448  -4.8586  -2.4649  0.370
H  -6.1992  8.5434  1.0364  0.378
H  -1.3584  -5.4794  -3.1839  0.285
H  2.5008  2.2503  0.8348  0.354
H  1.1362  -3.7284  -3.6292  0.276
H  -1.1198  0.5522  1.8371  0.281
H  -1.3486  -3.5988  1.4366  0.604
H  3.8496  1.8265  2.9373  0.439
H  1.9379  -3.0713  3.8189  0.372
H  0.9629  -5.1355  -2.5644  0.315
H  -5.1714  6.7926  -2.7454  0.381
H  4.6057  0.4701  2.0703  -0.204
H  6.0581  0.8100  -1.5268  0.416
H  -2.4409  2.6932  1.8826  0.529
H  -3.4711  -1.8109  -0.8470  0.270
H  1.4742  -3.5799  -1.8923  0.060
H  -1.4940  -4.0665  -4.2512  0.416
H  4.0866  -0.6737  -1.6810  0.371
H  -4.3767  -3.3176  -0.6238  0.406
H  -2.8111  2.3329  -2.3714  0.281
H  3.1342  -2.4411  4.9346  0.323
H  1.0034  -3.3046  1.9660  0.305
H  5.1817  -2.5211  2.0091  0.387
H  -3.2197  -2.8133  0.5934  0.313
H  2.8699  0.7790  -0.0914  0.028
H  7.1745  -1.0592  2.1569  0.377
H  -0.0561  -2.3726  3.0565  0.513

Orbital gap (spin up / spin down) in Ha: 0.2713 / 0.2372
<S²>: 0.76
LUMO level (spin up / spin down) in Eh: -0.0026 / -0.0384
Spin multiplicity: 2
Highest occupied orbital energy (spin up / spin down) in eV: -7.45 / -7.50
Molecular weight in g/mol: 686.35
Energy in hartree: -3937.982302
Relative energy (zero: lowest compared OMol25 entry of this formula, charge and spin) in kcal/mol: 5.5



(2)
Formula: C32H38F7N2O24S
Source: the Open Molecules 2025 dataset
Level of theory: ωB97M-V/def2-TZVPD

Last column: Mulliken charge in e.
Atoms and positions in Å:
S  1.5082  2.5785  0.9759  -0.193
F  -9.1908  -1.3783  -1.1894  -0.305
F  2.2806  -3.1189  5.0829  -0.232
F  -2.1704  -6.7511  -0.7369  -0.308
F  -3.0004  1.2248  -3.6047  -0.354
F  -2.3159  -3.3949  -11.0508  -0.298
F  9.3350  4.8488  1.2825  -0.296
F  7.3668  4.4364  5.5130  -0.237
O  -4.5116  -0.2735  -4.3220  -0.250
O  7.8458  3.2572  1.8193  -0.241
O  1.5879  -6.2505  1.5607  -0.553
O  -3.4337  -1.0012  -6.1648  -0.259
O  5.6666  5.9033  5.4811  -0.301
O  -1.0268  -1.0774  -1.6946  -0.771
O  -1.7487  -2.9047  6.9093  -0.547
O  -1.9728  0.3560  -8.7170  -0.542
O  1.0604  -5.6336  -0.5560  -0.306
O  -5.4526  -0.6859  1.0830  -0.466
O  -1.7654  -1.6573  -9.7391  -0.299
O  3.5394  6.6531  5.2538  -0.520
O  -3.7987  -0.6937  -9.5605  -0.299
O  -1.3061  -2.1629  0.3279  -0.707
O  0.4365  -2.7841  6.3194  -0.284
O  9.2768  1.5582  2.2230  -0.346
O  -5.9938  -0.1563  -1.0540  -0.162
O  -0.5181  -6.5448  0.7737  -0.318
O  -2.0233  4.3033  1.6469  -0.640
O  -5.5583  -1.6845  -5.7545  -0.588
O  3.9426  4.4493  5.5999  -0.299
O  7.0418  1.1743  2.2057  -0.488
O  -7.5479  -1.0678  0.3084  -0.342
O  -0.8885  -4.3610  5.3994  -0.307
N  -0.7410  1.0702  1.0763  0.037
N  -4.0610  3.1238  1.9098  -0.590
C  0.3727  -4.4351  4.7511  -0.159
C  -8.2231  -0.5135  -0.7997  0.323
C  -2.7348  -2.6503  -9.9993  0.337
C  4.3116  5.7513  5.4264  0.656
C  1.9878  -1.0723  2.3736  -0.449
C  -2.5990  -0.0393  -5.5412  -0.546
C  0.8343  -0.4377  2.5230  -0.128
C  -0.8185  -3.3116  6.2667  0.632
C  10.0541  2.6954  1.8848  -0.459
C  -2.4669  -0.5792  -9.2890  0.716
C  7.9692  1.9272  2.0906  0.658
C  4.2131  2.3802  1.6885  -0.499
C  0.4412  1.2584  0.1954  -0.787
C  -3.9511  -1.8586  -10.3544  -0.415
C  9.1019  3.8203  2.1318  0.411
C  -1.4014  -1.0347  -0.3285  0.035
C  -2.8554  3.4627  1.1122  0.391
C  -1.1769  -5.9300  -0.3160  0.560
C  -7.1524  -0.4051  -1.8356  -0.479
C  6.1528  4.7086  6.0530  0.305
C  -0.1024  -5.8180  -1.3471  -0.455
C  -4.5898  -1.0417  -5.4422  0.573
C  3.2601  2.4876  0.3529  -0.505
C  -6.2568  -0.6432  0.1938  0.520
C  -2.4900  2.8954  -0.3456  -0.478
C  -3.1341  -0.0077  -4.1475  0.490
C  -1.8733  0.3534  0.4183  0.081
C  -0.4151  0.5620  2.4350  -0.471
C  5.1410  3.6914  5.6368  0.004
C  1.2749  -3.7532  5.7259  0.339
C  -2.7335  1.3147  -0.5495  0.211
C  0.7829  -6.1553  0.6726  0.670
H  1.6839  -4.4087  6.5012  0.193
H  0.0413  1.7194  -0.8005  0.468
H  5.2974  2.1197  1.3943  0.084
H  -2.6101  -0.0088  1.2493  0.463
H  0.6600  -5.4727  4.5708  0.213
H  2.8081  -1.8766  2.2208  0.321
H  3.7058  1.5536  2.3398  0.243
H  -3.8155  2.2709  2.4680  0.306
H  0.9983  0.3001  -0.1092  0.397
H  -3.2107  3.4345  -1.0926  0.517
H  -3.8809  1.1103  -0.5343  -0.173
H  -0.2580  -4.9724  -2.0197  0.295
H  6.2477  4.8314  7.1363  0.187
H  -2.6957  -0.7574  -3.4796  0.233
H  -1.3041  0.0214  2.9629  0.378
H  9.0948  4.1853  3.1635  0.214
H  -1.5519  -0.3447  -5.5784  0.381
H  4.1284  3.3527  2.3297  0.191
H  -2.3882  1.0629  -1.6430  -0.168
H  0.3193  -3.9134  3.7908  0.135
H  3.4690  1.6405  -0.3940  0.363
H  -8.6727  0.4430  -0.5160  0.285
H  -0.1824  1.4766  3.1204  0.434
H  -3.9779  -1.5769  -11.4113  0.280
H  -7.3337  0.4106  -2.5380  0.283
H  -4.1135  3.8767  2.6361  0.348
H  5.0620  2.8676  6.3487  0.290
H  -2.8546  -3.2872  -9.1177  0.252
H  -1.5969  -4.9704  0.0015  0.152
H  10.9467  2.7606  2.5098  0.274
H  10.3628  2.6258  0.8374  0.273
H  5.3405  3.2788  4.6429  -0.085
H  -1.4368  3.2698  -0.6080  0.135
H  3.5209  3.5235  -0.1149  0.271
H  -4.8761  -2.3833  -10.1077  0.274
H  -7.0155  -1.3317  -2.4011  0.277
H  -2.7034  0.9196  -6.0575  0.265
H  0.0060  -6.7281  -1.9452  0.278

Charge: -1
Orbital gap in Ha: 0.2460
LUMO level in Eh: 0.0632
Highest occupied orbital energy in eV: -4.97
Molecular weight in g/mol: 999.70
Energy in hartree: -4254.628795